{"formula": "C62H121N2O34P4", "method": "ωB97M-V with the def2-TZVPD basis set", "orbital_gap_ev": 8.23, "e_lumo_ev": -1.1, "relative_energy_kj_mol": 0.00, "multiplicity": 1, "energy_ev": -176004.7164, "charge": 1, "species": ["C", "C", "N", "C", "C", "N", "C", "C", "H", "H", "H", "H", "H", "H", "H", "H", "H", "H", "H", "C", "C", "C", "C", "C", "C", "O", "O", "H", "H", "H", "H", "H", "H", "C", "C", "C", "C", "C", "C", "O", "O", "H", "H", "H", "H", "H", "H", "C", "C", "C", "C", "C", "C", "O", "O", "H", "H", "H", "H", "H", "H", "C", "C", "C", "C", "C", "C", "O", "O", "H", "H", "H", "H", "H", "H", "C", "O", "P", "O", "O", "C", "O", "C", "H", "H", "H", "H", "H", "H", "H", "H", "H", "C", "O", "P", "O", "O", "C", "O", "C", "H", "H", "H", "H", "H", "H", "H", "H", "H", "C", "O", "P", "O", "O", "C", "O", "C", "H", "H", "H", "H", "H", "H", "H", "H", "H", "C", "O", "P", "O", "O", "C", "O", "C", "H", "H", "H", "H", "H", "H", "H", "H", "H", "C", "O", "C", "C", "O", "C", "H", "H", "H", "H", "H", "H", "H", "H", "H", "H", "C", "O", "C", "C", "O", "C", "H", "H", "H", "H", "H", "H", "H", "H", "H", "H", "C", "O", "C", "C", "O", "C", "H", "H", "H", "H", "H", "H", "H", "H", "H", "H", "C", "O", "C", "C", "O", "C", "H", "H", "H", "H", "H", "H", "H", "H", "H", "H", "C", "O", "C", "C", "O", "C", "H", "H", "H", "H", "H", "H", "H", "H", "H", "H"], "positions_angstrom": [[1.813, -1.297, -1.373], [0.509, -1.274, -0.604], [0.072, 0.073, -0.206], [-0.154, 0.452, 1.084], [-0.756, 1.635, 1.020], [-0.989, 1.896, -0.304], [-0.522, 0.910, -0.997], [-1.481, 3.122, -0.897], [2.144, -2.345, -1.366], [2.620, -0.825, -0.821], [1.758, -0.927, -2.393], [0.534, -1.904, 0.287], [-0.308, -1.743, -1.165], [0.046, -0.092, 1.989], [-1.165, 2.265, 1.790], [-0.663, 0.825, -2.054], [-2.503, 3.268, -0.587], [-1.435, 3.075, -1.978], [-0.843, 3.956, -0.603], [-0.263, -4.485, -6.248], [-0.838, -5.641, -5.756], [-1.213, -5.747, -4.422], [-1.032, -4.672, -3.571], [-0.454, -3.500, -4.031], [-0.073, -3.423, -5.359], [0.601, -2.288, -5.806], [-1.754, -6.890, -3.929], [-0.057, -4.328, -7.299], [-1.081, -6.481, -6.405], [-1.328, -4.783, -2.533], [-0.183, -2.637, -3.436], [0.307, -2.117, -6.709], [-1.524, -7.628, -4.503], [-2.033, -4.329, 3.583], [-3.296, -4.476, 4.169], [-3.940, -3.361, 4.706], [-3.297, -2.139, 4.744], [-2.041, -1.980, 4.173], [-1.452, -3.086, 3.556], [-0.176, -2.914, 2.996], [-5.258, -3.443, 5.146], [-1.522, -5.244, 3.310], [-3.759, -5.457, 4.191], [-3.795, -1.322, 5.262], [-1.474, -1.058, 4.135], [0.376, -3.616, 3.371], [-5.448, -4.388, 5.214], [-6.170, 1.728, -2.595], [-7.377, 1.425, -1.978], [-7.566, 1.838, -0.677], [-6.567, 2.498, 0.026], [-5.407, 2.871, -0.648], [-5.219, 2.506, -1.965], [-4.125, 2.906, -2.633], [-8.779, 1.590, -0.096], [-6.029, 1.358, -3.604], [-8.139, 0.943, -2.572], [-6.781, 2.848, 1.030], [-4.615, 3.362, -0.097], [-3.816, 3.796, -2.290], [-8.766, 1.841, 0.830], [2.514, 1.004, 5.344], [2.495, 0.692, 6.695], [2.329, -0.609, 7.126], [2.164, -1.665, 6.215], [2.216, -1.373, 4.864], [2.438, -0.051, 4.441], [2.365, 0.180, 3.056], [2.392, -0.877, 8.463], [2.677, 1.996, 4.948], [2.521, 1.440, 7.481], [2.063, -2.676, 6.595], [1.956, -2.156, 4.167], [2.636, -0.641, 2.558], [2.005, -1.719, 8.699], [-0.641, 4.635, -8.531], [0.534, 4.066, -7.929], [0.489, 3.289, -6.556], [1.381, 3.794, -5.524], [-1.055, 3.224, -6.138], [-1.378, 3.409, -4.736], [0.751, 1.808, -7.056], [1.151, 0.812, -6.117], [-0.544, 5.699, -8.757], [-1.526, 4.589, -7.889], [-0.925, 4.106, -9.444], [-0.655, 2.970, -4.049], [-2.387, 3.085, -4.486], [-1.380, 4.496, -4.583], [2.073, 0.341, -6.449], [0.389, 0.029, -6.075], [1.251, 1.229, -5.116], [-3.084, 8.488, -2.462], [-3.602, 7.859, -1.246], [-3.067, 6.458, -0.759], [-3.378, 5.330, -1.623], [-1.510, 6.603, -0.577], [-0.899, 7.695, 0.154], [-3.595, 6.363, 0.705], [-3.937, 7.480, 1.547], [-2.738, 9.492, -2.206], [-3.810, 8.515, -3.276], [-2.220, 7.955, -2.889], [-1.603, 8.519, 0.298], [-0.029, 8.063, -0.387], [-0.556, 7.291, 1.111], [-4.890, 7.274, 2.021], [-3.991, 8.393, 0.962], [-3.154, 7.551, 2.301], [4.772, -4.714, -0.630], [3.918, -3.714, -0.030], [4.273, -2.814, 1.188], [3.219, -1.871, 1.559], [4.727, -3.851, 2.261], [5.264, -3.446, 3.539], [5.676, -2.183, 0.769], [5.740, -1.264, -0.333], [4.182, -5.414, -1.201], [5.377, -5.154, 0.166], [5.490, -4.175, -1.259], [5.168, -2.381, 3.716], [6.197, -3.970, 3.708], [4.591, -3.927, 4.264], [4.803, -1.066, -0.851], [6.521, -1.495, -1.058], [6.074, -0.315, 0.111], [3.477, 2.166, 0.563], [2.736, 1.782, -0.616], [2.412, 2.817, -1.753], [1.410, 2.403, -2.743], [1.887, 4.078, -0.963], [1.685, 5.318, -1.627], [3.827, 3.242, -2.322], [4.223, 2.841, -3.629], [3.924, 3.157, 0.495], [4.262, 1.424, 0.697], [2.840, 2.095, 1.445], [0.615, 5.488, -1.743], [2.116, 5.332, -2.631], [2.121, 6.172, -1.109], [4.937, 2.013, -3.547], [4.766, 3.660, -4.090], [3.402, 2.484, -4.241], [-3.632, 1.448, 2.956], [-2.446, 1.588, 3.661], [-2.608, 1.597, 5.066], [-1.254, 1.588, 5.751], [-0.434, 2.668, 5.334], [-0.411, 3.768, 6.202], [-4.122, 2.443, 2.891], [-4.366, 0.787, 3.424], [-3.455, 1.203, 1.910], [-3.197, 0.708, 5.378], [-3.255, 2.419, 5.446], [-0.763, 0.678, 5.377], [-1.371, 1.517, 6.836], [0.454, 4.408, 6.074], [-0.400, 3.478, 7.272], [-1.386, 4.282, 6.168], [4.505, -6.919, 3.279], [3.372, -6.327, 2.681], [3.006, -6.946, 1.468], [1.882, -6.192, 0.853], [0.666, -6.571, 1.412], [-0.343, -5.942, 0.698], [4.273, -7.982, 3.447], [4.702, -6.460, 4.243], [5.399, -6.831, 2.643], [2.699, -7.997, 1.627], [3.914, -7.048, 0.852], [1.838, -6.395, -0.225], [2.051, -5.118, 0.976], [-0.367, -6.284, -0.352], [-0.283, -4.843, 0.631], [-1.322, -6.186, 1.108], [1.993, 6.791, 4.751], [1.179, 6.296, 3.676], [1.921, 5.559, 2.752], [1.155, 4.319, 2.350], [-0.147, 4.596, 1.885], [-1.117, 4.812, 2.892], [1.304, 7.179, 5.505], [2.650, 7.577, 4.381], [2.479, 5.940, 5.242], [2.899, 5.309, 3.188], [2.198, 6.168, 1.883], [1.108, 3.568, 3.143], [1.707, 3.956, 1.480], [-2.058, 4.627, 2.344], [-1.244, 5.836, 3.253], [-1.134, 4.095, 3.710], [3.803, -8.855, -1.774], [2.694, -8.307, -1.118], [1.754, -7.667, -1.970], [2.306, -6.657, -2.955], [2.328, -5.366, -2.362], [2.950, -4.381, -3.153], [4.235, -9.585, -1.085], [4.523, -8.058, -1.936], [3.551, -9.456, -2.651], [1.124, -7.100, -1.278], [1.075, -8.360, -2.487], [1.614, -6.602, -3.827], [3.241, -6.961, -3.453], [2.637, -4.452, -4.203], [4.040, -4.544, -3.116], [2.736, -3.390, -2.768], [-1.720, -0.355, -4.276], [-2.035, -0.813, -2.975], [-3.437, -1.054, -2.919], [-3.937, -1.272, -1.501], [-3.251, -2.304, -0.804], [-2.901, -1.924, 0.468], [-0.638, -0.401, -4.406], [-2.091, 0.670, -4.445], [-2.163, -0.945, -5.093], [-3.635, -1.995, -3.458], [-4.031, -0.193, -3.253], [-5.019, -1.432, -1.410], [-3.769, -0.299, -0.989], [-2.617, -2.784, 1.074], [-3.716, -1.440, 1.025], [-2.070, -1.207, 0.474]], "atomic_forces_ev_per_a": [[0.4056, -0.9834, 0.6171], [-0.3591, -0.4417, -0.1923], [0.2015, -3.0129, 0.5167], [0.4495, 0.0198, 1.0759], [-1.2187, 1.3899, 0.6401], [-0.2358, 1.3847, 0.1924], [0.2363, 0.1980, -2.1684], [0.0181, 0.4650, 0.1461], [-0.3186, 0.2027, -0.2868], [-0.1843, 0.5389, 0.0204], [-0.1077, 0.1553, -0.0324], [0.4509, 0.3852, 0.2319], [0.0727, 0.3517, -0.2859], [0.5290, -0.3733, -0.2576], [0.2724, 0.0181, 0.0643], [0.3500, -0.1293, -0.1822], [-0.1169, 0.2258, 0.0844], [-0.0860, -0.3491, -0.0448], [-0.1484, -0.0570, 0.3035], [-0.4402, 0.5281, 0.6540], [-0.3786, -0.4193, -0.3059], [0.4049, 0.4380, -0.3576], [-0.0337, 0.0443, 0.6829], [0.5595, 0.0746, -0.6601], [0.4938, -0.1516, -0.7368], [-0.4658, -0.1144, 0.2388], [-0.1357, -0.4013, 0.3573], [0.2046, -0.2882, -0.0206], [0.2071, 0.1602, -0.0789], [0.0250, 0.0822, -0.0553], [-0.3999, -0.1931, 0.3923], [0.2032, 0.0093, 0.0023], [-0.1391, 0.0354, -0.0305], [-0.9575, -0.6811, 0.8960], [0.3037, 0.4834, -0.1444], [-0.7271, -0.6666, -0.3324], [0.0382, 0.7017, 0.1887], [-0.0870, -0.8065, -0.6058], [1.1059, 0.5948, 0.1569], [-0.3676, -0.2034, 0.3594], [1.0569, -0.1807, 0.0392], [0.1958, 0.2572, -0.4414], [-0.0554, 0.0654, 0.0182], [0.0518, -0.1049, -0.2151], [-0.2621, 0.1273, 0.2304], [-0.0026, 0.1160, -0.3864], [-0.2701, 0.2181, 0.0438], [-0.5381, -0.3215, -0.4559], [0.7271, 0.2077, -0.2923], [-0.5038, -0.0182, 0.7159], [-0.0979, 0.3540, -0.6980], [-0.1850, -0.4166, 1.0395], [-0.2304, 0.0184, 0.2898], [1.3027, 0.9459, -0.5199], [-0.2904, -0.2524, -0.1165], [0.2007, 0.3285, -0.0404], [-0.2024, -0.2014, 0.3166], [0.2075, -0.1116, 0.0937], [-0.0677, 0.3020, -0.1288], [-0.4463, -0.9493, -0.2780], [0.0477, 0.0651, 0.0428], [0.5679, -0.8406, -0.6102], [-0.4061, 0.3067, 0.5967], [0.0095, -1.3269, -0.3560], [0.4559, 0.9306, 0.2295], [-0.2304, 0.2956, 0.5344], [-0.9848, -0.7536, -1.5327], [0.5111, -0.0754, 0.8312], [0.0993, 0.8527, 0.5636], [-0.1773, 0.1268, 0.2074], [0.2172, 0.1455, -0.2312], [-0.1548, -0.0180, -0.1415], [0.3325, 0.1410, -0.3260], [-0.1810, 0.6927, 0.5220], [-0.1000, -0.2733, -0.2475], [-1.0694, 0.2118, -0.1761], [-0.8454, 0.3604, -0.0463], [-0.5515, -0.5077, -0.4900], [0.3906, 0.1511, 0.3650], [-0.0147, -0.2566, 0.6346], [-0.0272, 1.3838, 0.0618], [0.4330, 0.1360, -0.2331], [-0.4060, -0.4401, 0.1899], [0.7221, -0.1935, 0.0053], [0.3643, -0.2588, 0.1837], [0.4701, -0.0642, 0.0514], [0.1831, -0.1462, -0.2993], [-0.0040, -0.4117, -0.5577], [0.1052, -0.1934, 0.3037], [0.1502, 0.1909, 0.0056], [0.0820, 0.2965, -0.1531], [0.2456, 0.0502, 0.0941], [0.6368, -0.2756, -0.0994], [0.1451, 0.6035, -0.9026], [0.5425, 0.6608, 0.2628], [-0.0757, -0.4691, -0.2215], [0.8212, 0.4010, -0.5290], [-0.1475, -0.4186, 0.2501], [-0.8970, -0.1376, 0.1612], [0.3376, -0.1233, 0.0526], [-0.3167, -0.1341, 0.0483], [-0.3721, 0.0024, 0.5358], [-0.1920, -0.1110, 0.4906], [0.0818, -0.1077, 0.0186], [-0.1403, -0.1603, -0.2206], [-0.1313, 0.1227, -0.0192], [-0.0764, -0.0618, -0.0308], [-0.0797, 0.0352, 0.0683], [-0.0731, 0.1271, 0.0829], [1.2986, 1.1028, 0.8328], [-1.2360, -0.4763, -0.7589], [1.3739, -0.6814, -0.2608], [-0.2404, 0.1146, -0.1829], [0.3649, 0.3650, 0.1536], [-1.6270, -1.3570, 0.7137], [-0.1273, 0.1762, -0.4549], [0.5906, 1.4647, 0.6201], [-0.2239, -0.0350, 0.2809], [-0.2891, -0.4172, -0.1058], [-0.2072, -0.1902, -0.1957], [0.6548, 0.1722, -0.1660], [0.5187, 0.7102, -0.3468], [0.0286, 0.2829, -0.0470], [-0.1638, -0.3964, 0.1498], [-0.1177, -0.7105, 0.1507], [-0.2408, -0.0697, -0.1956], [0.2326, -0.4729, 0.3912], [-0.3085, 0.2474, 0.2189], [-0.5588, 0.4476, -0.4394], [0.3637, -0.8363, 0.0512], [0.7123, 0.3266, 0.8928], [-0.3841, 0.5239, -1.0235], [-0.5230, 0.1952, 0.1964], [0.9748, -0.7659, -0.4265], [-0.1024, 0.0122, -0.2266], [0.0937, 0.0221, -0.1029], [-0.1359, 0.0217, -0.2477], [-0.0281, -0.0367, 0.1280], [0.0301, -0.2640, 0.0246], [0.1107, -0.3663, 0.5009], [-0.0705, 0.0770, 0.1729], [-0.2743, 0.2001, -0.0992], [-0.3147, 0.4141, -0.0148], [-1.3012, 1.5426, -0.3965], [0.9184, -0.3487, 0.6042], [-1.0807, 0.0348, 0.6775], [0.0471, -0.4731, -1.1191], [0.5142, -0.2264, 0.2260], [-1.4243, -0.2401, 1.6055], [-0.0782, -0.2422, 0.1625], [0.2489, -0.3656, -0.0722], [0.3009, -0.5200, 0.1380], [0.5089, 0.0796, -0.1015], [0.4213, 0.1705, -0.5847], [0.2147, 0.1726, 0.3394], [0.0723, 0.1379, -0.0234], [-0.0596, 0.1067, -0.6541], [0.3830, -0.3880, -0.3102], [0.4494, 0.5566, -0.4422], [-0.5673, -0.5739, -0.3004], [0.0819, 0.3240, 0.5776], [0.7775, -1.0161, 0.5315], [0.8444, 0.3152, -0.8683], [-0.5072, 0.0563, 0.6720], [-1.3114, 0.1559, -0.9704], [0.3911, 0.0575, 0.0442], [-0.1095, 0.1831, -0.0011], [-0.0994, -0.0183, 0.0049], [-0.1071, 0.2584, 0.1378], [-0.3358, 0.4214, -0.3372], [0.4995, 0.5641, 0.9269], [-0.0350, 0.1366, 0.0523], [0.0183, 0.0142, 0.1662], [0.3409, -0.0620, 0.3882], [0.1118, -0.1117, 0.2345], [-1.2691, -0.4551, -0.0948], [0.1439, 0.5918, 0.9445], [0.5113, -0.0245, 0.0817], [0.5234, 0.2482, -0.5750], [0.2233, 0.3523, 0.3007], [-2.0212, -0.1758, -0.9918], [0.0616, 0.3043, -0.1985], [0.3336, -0.1130, 0.2534], [0.5103, 0.2704, -0.2382], [-0.1068, -0.4543, -0.0141], [-0.4062, 0.0841, -0.1949], [0.1233, -0.0215, 0.1125], [-0.2408, -0.4434, 0.1571], [0.0333, -0.0171, 0.2091], [0.7351, 0.0422, 0.0883], [0.6265, -0.0204, 0.0072], [0.2170, -0.6563, 0.7613], [-0.7925, 0.0590, -0.4291], [-0.2543, 0.1662, 0.1309], [-0.8435, 0.2391, -1.3450], [0.0850, -0.1420, 0.3357], [0.6216, -0.5415, -0.5612], [0.1355, 0.2060, 0.1170], [0.3766, -0.1632, -0.5647], [-0.0525, 0.4508, -0.3606], [-0.2281, -0.4563, -0.7386], [0.4767, -0.2988, 0.0189], [0.0191, -0.0495, 0.4229], [0.2185, 0.2270, 0.6138], [-0.1169, 0.1025, 0.1127], [-0.1536, 0.2091, -0.2613], [-0.1477, -0.1660, 0.0215], [0.1734, 0.4236, -0.4678], [-0.7649, 0.1944, -0.1963], [-0.5861, -1.2692, 0.8207], [0.7937, 1.1348, 0.9200], [-0.3531, -0.1868, -1.3620], [0.2302, 0.4761, 1.6072], [-0.1052, 0.1075, 0.1839], [0.2135, -0.1256, 0.2159], [-0.0118, -0.3085, 0.3894], [-0.1227, 0.4892, -0.4359], [0.2390, -0.1962, -0.5389], [0.0651, -0.1098, -0.5740], [0.0518, -0.3715, 0.0370], [0.1212, -0.1895, -0.2526], [-0.1477, -0.0431, -0.1504], [0.0464, -0.0128, -0.0365]], "mulliken_charge": [1.175, -0.364, 1.582, -1.478, -1.773, 1.335, 0.063, 1.064, -1.401, -1.000, 1.017, -0.144, -0.125, 0.405, 0.875, -0.174, 0.258, -1.131, -0.216, -0.663, -0.609, 0.149, -0.405, 0.541, -0.450, -0.336, -0.551, 0.477, 0.325, 0.548, 0.269, 0.305, 0.320, -0.461, -0.931, 0.590, -0.649, 0.853, -0.939, 0.458, -0.583, 0.628, 0.285, 0.342, -0.027, 0.025, 0.289, -0.296, -0.917, 1.019, -1.007, 0.071, -0.231, -0.347, -0.587, 0.446, 0.445, 0.312, 0.567, 0.475, 0.284, -0.523, -0.749, 0.751, -0.924, -0.199, 0.234, 0.560, -0.596, 0.450, 0.422, 0.403, 0.430, 0.266, 0.311, -0.598, -0.430, 0.931, -0.603, -0.355, -0.425, -0.430, 0.359, 0.273, 0.217, 0.291, -0.043, 0.327, 0.449, 0.350, -0.042, -0.389, -0.698, -0.330, -0.152, -0.411, 0.805, -0.742, -0.087, -0.766, 0.305, 0.297, 0.240, 0.442, 0.277, 0.017, 0.210, 0.338, 0.268, -0.627, 1.381, -2.044, 0.523, -0.076, -0.892, -0.275, -0.645, -0.389, 0.303, 0.321, 0.358, 0.344, 0.207, 0.133, 0.372, 0.303, -0.586, 0.432, -0.905, 0.769, -0.115, -0.705, -0.218, -0.493, 0.504, 0.041, 0.003, 0.030, 0.409, 0.287, 0.255, 0.280, 0.069, -0.796, 0.500, -0.666, -0.488, 0.286, -0.950, 0.244, 0.501, -0.117, 0.215, 0.376, -0.208, 0.566, 0.051, 0.363, 0.357, -0.949, -0.122, -1.364, 2.437, -0.634, -0.562, 0.361, 0.222, 0.317, 0.645, 0.314, -1.443, -0.359, 0.126, 0.072, 0.504, -0.954, -0.245, -1.445, 1.421, 1.151, 0.179, 0.278, 0.262, 0.372, 0.584, 0.217, 0.176, -1.158, -0.107, 0.281, -0.847, -0.836, -0.259, -0.323, -0.487, 0.592, -0.537, 0.249, 0.307, 0.337, -0.051, 0.384, 0.266, 0.571, 0.476, 0.478, -0.177, -1.222, 0.864, -0.989, 0.029, -0.430, -0.757, -0.104, 0.328, 0.569, 0.283, 0.257, 0.542, -0.249, -0.030, 0.532, 0.338]}